This record from the Open Molecules 2025 dataset describes a 2-piece molecular cluster, C4H7IS overall at a distorted geometry. The level of theory is ωB97M-V/def2-TZVPD.

Geometry as XYZ:
```
13
Properties=species:S:1:pos:R:3:lowdin_charge:R:1
C 2.470 -0.128 -0.384 -1.275
C -1.861 0.245 0.372 -0.129
C 0.381 0.421 -0.541 -0.088
C -0.502 -0.529 0.352 -0.320
S 3.722 0.705 -0.930 0.551
I 2.564 -1.875 0.773 0.767
H -1.804 1.286 0.907 0.111
H -2.390 0.460 -0.635 0.098
H -2.538 -0.337 0.892 0.022
H 0.131 0.324 -1.644 0.091
H 0.524 1.479 -0.447 0.052
H -0.522 -1.520 -0.053 0.077
H -0.174 -0.530 1.339 0.043
```

Summary:
Electronic energy = -23194.0560 eV
LUMO energy = -0.2 eV
Multiplicity = 1
Gap between HOMO and LUMO = 7.98 eV
Energy relative to the best compared isomer or geometry (same formula, charge and spin) = 229.7 kJ/mol

---

This record from the Open Molecules 2025 dataset describes C6H19NO4Si2 as an isolated structure at a distorted geometry. The level of theory is ωB97M-V/def2-TZVPD.

Geometry as XYZ:
```
32
Properties=species:S:1:pos:R:3:lowdin_charge:R:1
O 0.788 -2.468 1.477 -0.255
O 2.260 -0.288 1.052 -0.240
O -1.846 1.370 0.174 -0.240
O -1.295 1.078 -2.477 -0.226
N -0.335 -0.775 -0.446 -0.065
C -0.296 -3.330 1.301 -0.175
C 3.178 -1.153 0.395 -0.131
C -2.654 2.439 -0.176 -0.158
C -0.626 0.313 -3.412 -0.204
C -0.142 -0.043 2.615 -0.108
C 0.892 2.012 -0.518 -0.119
Si 0.678 -0.829 1.091 0.353
Si -0.639 0.900 -0.896 0.350
H -1.291 -0.954 -0.138 0.038
H -0.398 -4.032 2.109 0.073
H -1.188 -2.664 1.512 0.074
H -0.480 -3.722 0.249 0.105
H 2.570 -1.915 -0.150 0.086
H 3.966 -1.562 0.961 0.063
H 3.689 -0.407 -0.301 0.104
H -2.157 3.401 0.091 0.098
H -3.555 2.349 0.399 0.080
H -2.830 2.467 -1.242 0.071
H 0.301 0.859 -3.778 0.102
H -0.416 -0.672 -3.019 0.057
H -1.198 0.186 -4.356 0.089
H -0.944 0.606 2.297 0.009
H 0.632 0.580 3.062 0.030
H -0.328 -0.725 3.462 0.048
H 1.166 2.188 0.511 0.029
H 1.885 1.812 -0.954 0.042
H 0.614 2.975 -0.896 0.018
```

Summary:
Electronic energy = -31970.1377 eV
LUMO energy = 0.8 eV
Multiplicity = 1
Gap between HOMO and LUMO = 10.70 eV
Energy relative to the best compared isomer or geometry (same formula, charge and spin) = 0.0 kJ/mol

---

This record from the Open Molecules 2025 dataset describes C34H36N5O4Si2Tl as an isolated structure. The level of theory is ωB97M-V/def2-TZVPD.

Geometry as XYZ:
```
82
Properties=species:S:1:pos:R:3:lowdin_charge:R:1
Tl 0.225 -0.757 -0.162 0.742
O 0.293 -4.681 -1.922 0.091
C -0.098 -3.533 -1.898 -0.452
N 0.662 -2.391 -1.914 0.040
C 1.777 -2.364 -2.699 -0.458
O 2.175 -3.215 -3.477 0.068
C 2.563 -1.059 -2.670 -0.212
C 3.861 -1.034 -3.167 0.000
C 4.549 0.165 -3.158 -0.053
C 3.917 1.305 -2.672 -0.062
C 2.621 1.184 -2.206 -0.138
N 1.961 0.025 -2.199 0.052
C -1.606 -3.301 -1.814 -0.210
C -2.441 -4.411 -1.731 -0.006
C -3.807 -4.211 -1.674 -0.061
C -4.297 -2.912 -1.691 -0.064
C -3.389 -1.871 -1.782 -0.135
N -2.071 -2.055 -1.853 0.075
H 4.286 -1.951 -3.550 0.121
H 5.566 0.216 -3.527 0.107
H 4.417 2.265 -2.655 0.103
H 2.090 2.043 -1.805 0.110
H -1.992 -5.394 -1.712 0.121
H -4.484 -5.054 -1.605 0.109
H -5.359 -2.708 -1.642 0.101
H -3.728 -0.839 -1.799 0.107
C -1.838 -3.404 1.652 -0.205
Si -1.140 -1.679 1.819 0.455
C -2.483 -0.599 2.553 -0.217
C 0.279 -1.763 3.085 -0.304
C -0.114 -2.139 4.379 -0.112
C 0.795 -2.282 5.415 -0.089
C 2.144 -2.053 5.175 -0.088
C 2.556 -1.682 3.905 -0.110
C 1.654 -1.523 2.841 -0.309
Si 2.422 -1.014 1.175 0.462
C 3.520 -2.411 0.601 -0.201
C 3.530 0.470 1.483 -0.209
H -2.098 -3.804 2.638 0.033
H -1.115 -4.082 1.191 0.036
H -2.741 -3.399 1.034 0.019
H -2.882 -1.053 3.465 0.028
H -3.308 -0.483 1.845 0.025
H -2.111 0.397 2.806 0.013
H -1.164 -2.335 4.584 0.093
H 0.456 -2.576 6.401 0.100
H 2.870 -2.167 5.972 0.100
H 3.617 -1.515 3.734 0.094
H 4.237 -2.685 1.382 0.032
H 4.084 -2.116 -0.288 0.023
H 2.933 -3.298 0.347 0.037
H 4.268 0.255 2.263 0.027
H 2.964 1.353 1.790 0.009
H 4.073 0.721 0.567 0.020
O -0.607 6.558 1.444 -0.054
C -0.434 5.650 2.520 -0.204
C -0.313 4.256 1.972 -0.173
C 0.210 3.238 2.756 0.006
C 0.291 1.965 2.224 -0.118
N -0.115 1.680 0.990 0.064
C -0.627 2.641 0.238 -0.188
C -0.738 3.950 0.688 0.056
C -1.064 2.224 -1.143 -0.175
C -1.707 3.106 -1.996 0.048
C -2.057 2.698 -3.278 -0.177
C -2.747 3.655 -4.219 -0.204
O -3.711 4.467 -3.569 -0.051
C -1.745 1.407 -3.664 0.011
C -1.109 0.576 -2.758 -0.122
N -0.790 0.973 -1.528 0.043
H -0.738 7.442 1.801 0.095
H -1.291 5.682 3.201 0.133
H 0.461 5.883 3.103 0.127
H 0.559 3.428 3.764 0.124
H 0.698 1.139 2.801 0.109
H -1.127 4.738 0.061 0.111
H -1.954 4.109 -1.680 0.118
H -3.180 3.102 -5.055 0.121
H -2.012 4.347 -4.632 0.133
H -4.404 3.899 -3.217 0.096
H -1.993 1.041 -4.652 0.122
H -0.854 -0.449 -3.000 0.092
```

Summary:
Electronic energy = -71932.8531 eV
LUMO energy = -0.4 eV
Multiplicity = 1
Gap between HOMO and LUMO = 6.12 eV

---

This record from the Open Molecules 2025 dataset describes C19H12N7O2ReS2 as an isolated structure at a distorted geometry. The level of theory is ωB97M-V/def2-TZVPD.

Geometry as XYZ:
```
43
Properties=species:S:1:pos:R:3:lowdin_charge:R:1
Re -0.398 0.695 -0.694 1.033
N 2.520 -2.527 -1.115 0.144
C 1.649 -1.558 -1.407 -0.109
N 1.130 -0.746 -0.529 -0.061
C 1.517 -0.869 0.823 -0.259
N 0.912 -0.147 1.722 0.097
N -0.109 0.543 1.256 -0.235
C -0.570 1.658 1.994 -0.224
C -1.846 2.159 1.338 -0.190
C -2.831 2.821 2.046 0.025
C -3.962 3.265 1.372 -0.012
C -4.064 3.031 0.010 -0.009
C -3.033 2.366 -0.630 -0.089
N -1.945 1.940 0.011 -0.075
C 2.522 -1.839 1.177 -0.088
C 3.005 -1.966 2.477 0.000
C 3.861 -3.000 2.797 -0.048
C 4.245 -3.919 1.826 -0.047
C 3.825 -3.774 0.516 -0.001
C 2.976 -2.727 0.183 -0.167
H 2.883 -3.111 -1.859 0.176
H 1.338 -1.454 -2.439 0.141
H -0.689 1.461 3.066 0.173
H -2.717 2.981 3.106 0.131
H -4.742 3.785 1.907 0.124
H -4.926 3.356 -0.547 0.123
H -3.076 2.164 -1.693 0.115
H 2.680 -1.247 3.211 0.117
H 4.227 -3.097 3.807 0.115
H 4.880 -4.747 2.096 0.116
H 4.140 -4.470 -0.244 0.120
S -1.981 -1.013 -1.219 0.743
C -2.303 -0.715 -2.905 -0.687
C -3.335 -1.502 -3.451 -0.278
N -4.205 -2.137 -3.841 0.215
C -1.603 0.191 -3.667 -0.709
S -0.351 1.213 -3.040 0.731
C -1.879 0.345 -5.042 -0.285
N -2.087 0.509 -6.157 0.206
O 0.420 2.755 1.973 0.072
C 1.093 3.013 0.889 -0.289
O 1.031 2.474 -0.194 -0.029
H 1.798 3.840 1.069 0.173
```

Summary:
Electronic energy = -58217.8488 eV
LUMO energy (spin up / spin down) = -5.5 / -4.5 eV
Multiplicity = 2
Total charge = +1
Gap between HOMO and LUMO (spin up / spin down) = 5.13 / 6.46 eV
Energy relative to the best compared isomer or geometry (same formula, charge and spin) = 121.3 kJ/mol

---

This record from the Open Molecules 2025 dataset describes a 2-piece molecular cluster, C4H9N2 overall at a distorted geometry. The level of theory is ωB97M-V/def2-TZVPD.

Geometry as XYZ:
```
15
Properties=species:S:1:pos:R:3:lowdin_charge:R:1
C 0.767 -2.410 -2.820 0.085
C 0.322 -1.776 -1.752 0.002
C -0.706 -0.367 0.257 -0.087
C -0.363 -1.588 -0.572 -0.047
N -0.134 0.773 0.328 0.159
N -0.067 2.567 2.135 0.087
H 0.224 -2.754 -3.671 0.084
H 1.778 -2.395 -3.082 0.062
H -1.406 -0.598 0.993 0.110
H -0.774 -2.355 0.136 0.124
H 0.700 0.984 -0.223 0.147
H -0.311 1.449 1.214 0.053
H -0.949 2.839 2.497 0.073
H 0.271 3.446 1.839 0.066
H 0.649 2.184 2.723 0.083
```

Summary:
Electronic energy = -7264.8908 eV
LUMO energy = -4.5 eV
Multiplicity = 1
Total charge = +1
Gap between HOMO and LUMO = 9.39 eV
Energy relative to the best compared isomer or geometry (same formula, charge and spin) = 313.7 kJ/mol

---

This record from the Open Molecules 2025 dataset describes a 2-piece molecular cluster, C4H9N overall at a distorted geometry. The level of theory is ωB97M-V/def2-TZVPD.

Geometry as XYZ:
```
14
Properties=species:S:1:pos:R:3:lowdin_charge:R:1
C 2.434 -0.055 0.530 -0.274
C 1.063 -0.266 0.162 -0.427
C 0.085 0.490 -0.608 -0.291
N -1.280 -0.099 -0.770 -0.203
C -2.219 0.032 0.320 -0.201
H 2.943 -0.924 1.000 -0.017
H 2.899 1.065 0.509 0.048
H 2.200 -0.154 -1.400 0.025
H 0.435 -1.136 0.560 0.088
H 0.023 1.549 -0.983 0.057
H -1.329 -0.864 -1.351 0.032
H -2.021 -0.617 1.200 0.048
H -2.035 1.172 0.678 0.114
H -3.198 -0.193 0.155 0.000
```

Summary:
Electronic energy = -5777.8341 eV
LUMO energy (spin up / spin down) = 4.3 / 4.3 eV
Multiplicity = 2
Total charge = -1
Gap between HOMO and LUMO (spin up / spin down) = 5.35 / 5.74 eV
Energy relative to the best compared isomer or geometry (same formula, charge and spin) = 420.1 kJ/mol

---

This record from the Open Molecules 2025 dataset describes C38H37BrClN5O2PPd as an isolated structure at a distorted geometry. The level of theory is ωB97M-V/def2-TZVPD.

Geometry as XYZ:
```
86
Properties=species:S:1:pos:R:3:lowdin_charge:R:1
Pd 2.327 -0.210 -0.651 0.212
O 0.369 3.639 3.712 -0.365
P -0.462 2.431 4.192 0.775
C -1.296 2.648 5.746 -0.290
C -2.406 1.790 6.149 -0.039
C -3.006 2.056 7.397 -0.115
C -2.438 2.909 8.308 -0.102
C -1.362 3.754 7.923 -0.064
C -0.895 3.673 6.594 -0.077
C 0.460 0.910 4.341 -0.278
C 0.978 0.241 3.209 -0.080
C 2.026 -0.656 3.355 -0.086
C 2.286 -1.300 4.576 -0.072
C 1.542 -0.869 5.691 -0.098
C 0.717 0.284 5.597 -0.077
C -1.797 2.151 2.958 -0.255
C -2.378 3.258 2.284 -0.036
C -3.670 3.184 1.694 -0.093
C -4.304 1.982 1.627 -0.103
C -3.688 0.868 2.247 -0.073
C -2.460 0.927 2.936 -0.111
H -2.745 1.009 5.381 0.118
H -3.927 1.441 7.580 0.114
H -2.840 3.062 9.322 0.104
H -1.084 4.571 8.537 0.083
H -0.184 4.425 6.242 0.109
H 0.576 0.469 2.192 0.107
H 2.490 -1.083 2.459 0.059
H 3.014 -2.167 4.627 0.122
H 1.480 -1.401 6.665 0.099
H 0.286 0.721 6.475 0.082
H -1.843 4.160 2.313 0.082
H -4.054 4.106 1.269 0.101
H -5.241 2.027 1.048 0.107
H -4.225 -0.102 2.203 0.103
H -1.969 0.053 3.321 0.101
C 3.211 -5.605 -0.855 -0.020
N 2.423 -4.344 -1.019 -0.134
C 1.027 -4.157 -0.976 -0.098
C 0.792 -2.809 -0.921 -0.113
N 2.077 -2.165 -0.960 -0.130
C 2.963 -3.106 -1.088 -0.225
H 4.302 -5.460 -1.055 0.100
H 2.891 -6.258 -1.687 0.077
H 2.938 -6.056 0.079 0.070
H 0.261 -4.974 -0.949 0.110
H -0.062 -2.120 -0.852 0.082
H 4.002 -2.852 -1.168 0.082
C 0.552 -3.333 -6.438 0.007
N 0.736 -2.034 -5.681 -0.075
N -0.255 -1.682 -4.749 0.044
C 0.326 -0.915 -3.662 -0.411
O -0.263 -0.559 -2.649 -0.004
C 1.648 -0.711 -4.156 0.039
C 1.864 -1.347 -5.350 -0.272
C 2.998 -1.377 -6.286 -0.019
C -1.622 -1.577 -5.133 -0.143
C -2.014 -1.852 -6.468 -0.054
C -3.327 -1.681 -6.803 -0.131
C -4.199 -1.004 -5.988 -0.145
C -3.871 -0.685 -4.714 -0.079
C -2.629 -1.167 -4.216 0.009
H 1.513 -3.813 -6.489 0.069
H 0.225 -3.198 -7.441 0.053
H -0.142 -3.921 -5.815 0.107
H 2.340 -0.087 -3.610 0.090
H 3.858 -0.840 -5.892 0.088
H 2.771 -0.916 -7.238 0.082
H 3.299 -2.421 -6.496 0.082
H -1.343 -2.043 -7.316 0.095
H -3.639 -2.229 -7.718 0.114
H -5.170 -0.781 -6.416 0.099
H -4.539 -0.129 -4.045 0.111
H -2.454 -1.176 -3.160 0.094
Cl 0.841 4.702 -2.848 0.622
C 1.451 3.801 -1.499 -0.652
C 1.835 4.454 -0.300 -0.119
C 2.399 3.773 0.772 -0.068
C 2.578 2.401 0.675 -0.173
N 2.227 1.761 -0.456 -0.148
C 1.634 2.397 -1.459 -0.175
H 1.716 5.535 -0.315 0.088
H 2.624 4.306 1.707 0.108
H 3.050 1.877 1.484 0.055
H 1.255 1.729 -2.264 0.087
Br 4.629 -0.313 0.365 -0.339
```

Summary:
Electronic energy = -146883.9218 eV
LUMO energy = 2.2 eV
Multiplicity = 1
Total charge = -1
Gap between HOMO and LUMO = 3.15 eV
Energy relative to the best compared isomer or geometry (same formula, charge and spin) = 245.6 kJ/mol

---

This record from the Open Molecules 2025 dataset describes a 4-piece molecular cluster, C41H71IN2O10PS2 overall at a distorted geometry. The level of theory is ωB97M-V/def2-TZVPD.

Geometry as XYZ:
```
128
Properties=species:S:1:pos:R:3:lowdin_charge:R:1
C 4.994 0.014 1.004 -0.129
C 3.542 0.211 1.627 -0.255
C 2.696 1.094 0.618 -0.214
C 1.420 1.653 1.386 -0.206
C 0.152 0.734 1.118 -0.211
C -0.897 1.014 2.266 -0.201
C -2.288 0.274 2.103 -0.178
C -2.191 -1.234 1.657 -0.235
N -1.849 -1.459 0.226 -0.151
C -2.748 -0.758 -0.725 -0.197
C -4.210 -1.349 -0.853 -0.164
C -5.216 -0.945 0.320 -0.186
C -5.669 -2.298 1.047 -0.213
C -6.845 -3.031 0.280 -0.178
C -6.382 -4.466 -0.284 -0.202
C -6.447 -4.528 -1.877 -0.266
C -6.949 -5.923 -2.439 -0.127
C -1.749 -2.855 -0.056 -0.977
S -1.370 -3.466 -1.571 0.642
S -2.021 -4.139 1.249 0.862
C -0.837 -5.509 0.946 -0.488
C 0.622 -5.042 0.548 -0.256
C 1.791 -5.915 1.164 -0.116
N 3.086 -5.157 1.131 -0.073
C 3.584 -4.747 2.392 0.014
C 4.846 -4.010 2.499 0.056
C 5.613 -3.661 1.252 -0.121
C 6.895 -2.908 1.353 -0.015
C 7.579 -2.573 0.103 -0.036
C 7.006 -2.965 -1.244 -0.390
P 7.956 -2.430 -2.795 0.534
O 8.792 -3.767 -3.400 -0.396
I 6.139 -1.931 -4.410 0.475
C 5.748 -3.734 -1.319 -0.035
C 5.022 -4.097 -0.050 -0.083
C 3.754 -4.867 -0.035 0.081
H 5.733 -0.208 1.837 0.066
H 5.346 0.982 0.534 0.080
H 4.962 -0.815 0.247 0.058
H 3.618 0.671 2.655 0.108
H 3.067 -0.819 1.691 0.097
H 2.359 0.434 -0.239 0.116
H 3.265 1.982 0.221 0.109
H 1.622 1.664 2.502 0.106
H 1.162 2.706 1.082 0.111
H 0.482 -0.350 1.242 0.102
H -0.270 0.835 0.083 0.116
H -0.460 0.847 3.299 0.118
H -1.123 2.129 2.232 0.116
H -2.977 0.913 1.481 0.088
H -2.761 0.263 3.138 0.124
H -3.147 -1.743 1.995 0.096
H -1.347 -1.688 2.266 0.111
H -2.275 -0.869 -1.750 0.103
H -2.843 0.346 -0.559 0.104
H -4.643 -0.902 -1.805 0.119
H -4.262 -2.462 -0.988 0.087
H -4.816 -0.168 1.023 0.089
H -6.157 -0.538 -0.168 0.105
H -4.741 -2.951 1.096 0.060
H -5.907 -2.026 2.117 0.109
H -7.276 -2.397 -0.549 0.102
H -7.649 -3.257 1.042 0.107
H -7.021 -5.260 0.206 0.105
H -5.302 -4.676 -0.008 0.092
H -5.390 -4.338 -2.242 0.099
H -7.139 -3.716 -2.238 0.098
H -6.128 -6.684 -2.317 0.074
H -7.885 -6.189 -1.866 0.075
H -7.210 -5.827 -3.530 0.071
H -1.268 -6.240 0.195 0.091
H -0.743 -6.098 1.913 0.085
H 0.748 -3.934 0.729 0.110
H 0.699 -5.165 -0.578 0.083
H 1.519 -6.149 2.234 0.130
H 1.922 -6.848 0.545 0.149
H 3.006 -4.991 3.314 0.138
H 5.238 -3.708 3.504 0.129
H 7.320 -2.624 2.346 0.124
H 8.534 -1.992 0.129 0.111
H 9.311 -3.405 -4.151 0.050
H 5.331 -4.014 -2.322 0.075
H 3.286 -5.243 -0.986 0.166
C -1.911 7.130 -0.602 -0.062
C -1.018 5.937 -0.883 -0.208
O -1.690 4.700 -0.603 0.028
C -2.611 4.327 -1.497 -0.599
O -2.918 4.919 -2.498 0.133
O -3.161 3.178 -1.068 -0.027
C -4.241 2.717 -1.879 -0.036
H -2.288 7.091 0.423 0.081
H -1.364 8.062 -0.746 0.083
H -2.781 7.139 -1.261 0.075
H -0.150 5.973 -0.223 0.122
H -0.643 5.944 -1.910 0.126
H -3.942 2.622 -2.924 0.103
H -5.096 3.389 -1.787 0.103
H -4.534 1.733 -1.512 0.074
C 4.586 2.046 -4.964 -0.064
C 6.064 1.707 -5.025 -0.268
O 6.822 2.777 -5.600 0.036
C 7.012 3.841 -4.809 -0.597
O 6.613 3.968 -3.679 0.119
O 7.705 4.754 -5.501 0.006
C 7.888 5.988 -4.808 -0.042
H 4.218 2.325 -5.953 0.086
H 4.011 1.195 -4.595 0.070
H 4.401 2.895 -4.305 0.075
H 6.207 0.842 -5.674 0.059
H 6.459 1.442 -4.041 0.104
H 8.346 5.830 -3.831 0.096
H 6.932 6.503 -4.704 0.100
H 8.554 6.609 -5.406 0.095
C -3.177 6.061 6.199 -0.066
C -3.414 4.563 6.161 -0.212
O -4.447 4.218 5.230 0.036
C -4.106 4.281 3.938 -0.598
O -3.027 4.590 3.499 0.116
O -5.185 3.962 3.208 0.006
C -4.986 4.092 1.801 -0.041
H -4.110 6.589 6.408 0.084
H -2.444 6.315 6.966 0.081
H -2.811 6.429 5.240 0.073
H -3.757 4.229 7.141 0.123
H -2.496 4.014 5.936 0.122
H -4.121 3.518 1.467 0.079
H -4.872 5.145 1.537 0.103
H -5.873 3.703 1.301 0.096
```

Summary:
Electronic energy = -106174.8355 eV
LUMO energy = -4.5 eV
Multiplicity = 1
Total charge = +1
Gap between HOMO and LUMO = 5.89 eV

---

The highest electronic energy belongs to which entry?
C4H9N